Below is the molecule C3H3NO, with properties calculated with wB97M-V/def2-TZVPD.

- gap between HOMO and LUMO (eV) = 10.39
- relative energy (zero: lowest compared OMol25 entry of this formula, charge and spin) (kcal/mol) = 2.6
- total charge = 0
- largest force on an atom (eV/Å) = 0.82
- multiplicity = 1
- E_HOMO (eV) = -9.55
- SMILES = C=CN=C=O

```
8
C3H3NO | the OMol25 dataset | wB97M-V/def2-TZVPD
C 0.4752 -0.0188 -1.1264
C -0.3082 0.7078 -0.3348
N -0.7667 0.2790 0.9228
C -0.3465 -0.6006 1.6459
O -0.0053 -1.4148 2.4142
H 0.8235 0.3696 -2.0758
H 0.7862 -1.0211 -0.8418
H -0.6582 1.6990 -0.6041
```